Record 1
92
Properties=species:S:1:pos:R:3:forces:R:3 method="wB97M-V/def2-TZVPD" orbital_gap_ev=2.20 e_tot_ha=-2495.6343 homo_energy_ev=-1.73 total_charge=-1
C -5.4609 3.1215 1.0949 0.036 -0.343 -0.045
C -4.1681 2.3932 1.5348 -0.371 0.247 -0.118
C -2.9850 3.3447 1.7857 -0.424 -0.222 0.453
O -1.7783 2.7275 1.4871 -0.002 -0.397 0.248
C -0.6255 3.4848 2.0129 0.207 0.189 -0.719
C 0.3661 3.5830 0.8815 -0.919 1.174 1.020
O 1.5676 2.7066 1.0251 -0.066 -0.274 -0.604
C 1.6041 1.6541 0.1920 0.114 -0.739 -0.379
C 1.5016 1.7745 -1.2021 0.040 0.528 0.509
C 1.5772 0.6863 -2.0495 -0.273 -0.038 -0.577
C 1.4788 0.9155 -3.5493 0.740 -0.050 0.645
C 1.7325 -0.5980 -1.5305 0.042 0.432 0.231
C 1.8415 -0.7367 -0.1523 -0.020 0.065 -0.501
C 1.7937 0.3634 0.6987 -0.219 -0.112 0.930
C 1.9601 0.1066 2.1906 0.642 -1.271 -0.266
C 0.8281 -0.7988 2.7595 0.608 0.593 0.736
C 3.3344 -0.6361 2.3526 -0.006 1.061 -0.725
H -5.2620 4.1027 0.6567 0.074 -0.069 0.014
H -6.1695 3.2599 1.9160 0.087 0.069 -0.014
H -5.9620 2.5142 0.3349 -0.152 0.156 0.055
H -3.9212 1.6487 0.7737 0.283 0.165 0.024
H -4.3996 1.8366 2.4482 0.194 -0.101 -0.075
H -3.1439 4.2830 1.2228 0.239 -0.092 -0.099
H -3.0026 3.6234 2.8503 0.033 0.197 -0.101
H -0.1744 2.9079 2.8369 -0.141 -0.033 -0.064
H -0.1976 3.3975 -0.0401 0.309 -0.252 -0.083
H 0.7661 4.6013 0.8151 0.479 -0.270 -0.008
H 1.3853 2.7863 -1.5834 0.000 -0.146 -0.201
H 1.9391 0.0666 -4.0602 -0.370 0.001 -0.197
H 2.1037 1.7823 -3.7847 -0.302 0.075 -0.213
H 0.4488 1.0847 -3.8656 0.089 -0.067 -0.171
H 1.7944 -1.4500 -2.1991 -0.031 -0.007 0.079
H 1.9810 -1.7351 0.2511 -0.037 0.094 0.131
H 2.0376 1.0232 2.7693 -0.295 0.192 -0.357
H 0.4853 -0.3301 3.6873 -0.361 -0.136 -0.145
H 1.2715 -1.7524 3.0645 -0.292 -0.121 -0.223
H -0.0107 -0.9435 2.0823 0.037 0.054 0.019
H 3.9725 -0.2336 1.5574 0.210 -0.102 0.211
H 3.8411 -0.4007 3.2906 -0.238 -0.418 0.173
H 3.2470 -1.7037 2.1514 0.030 -0.028 0.371
O 3.1051 -4.1461 4.5508 -0.881 3.458 2.379
P 2.7347 -4.8924 5.8004 1.340 -7.803 -3.391
O 4.1355 -5.7602 5.9629 -0.005 0.626 0.520
C 5.3391 -5.0717 6.2861 0.184 0.061 -0.002
C 5.3484 -4.5910 7.7267 -0.106 0.010 0.000
O 1.8077 -6.0253 5.0365 -0.513 0.402 0.539
C 0.8992 -5.6343 3.9994 0.111 -0.125 -0.300
C 1.4079 -6.1166 2.6581 0.111 -0.109 -0.073
O 2.1996 -5.4083 7.2615 0.015 3.407 0.131
C 1.7267 -6.7242 7.5657 -0.614 -0.519 0.619
C 2.8309 -7.7455 7.7233 0.230 0.014 -0.370
H 5.4877 -4.2344 5.5986 -0.039 -0.020 -0.028
H 6.1556 -5.7770 6.1261 -0.087 -0.075 -0.051
H 4.5660 -3.8460 7.8968 0.055 0.039 0.003
H 6.3105 -4.1408 7.9749 -0.011 0.025 -0.021
H 5.1593 -5.4181 8.4113 0.041 -0.019 -0.008
H 0.7501 -4.5547 3.9916 0.096 0.010 -0.010
H -0.0656 -6.0975 4.2210 0.035 -0.021 0.097
H 2.4167 -5.7507 2.4687 -0.048 0.143 0.045
H 0.7569 -5.7788 1.8502 -0.023 -0.004 0.023
H 1.4514 -7.2073 2.6394 -0.060 0.002 0.005
H 0.9719 -7.0573 6.8592 0.160 0.164 -0.245
H 1.2099 -6.6205 8.5232 0.122 0.258 0.010
H 3.2693 -8.0106 6.7627 0.024 0.043 0.002
H 2.4240 -8.6559 8.1681 -0.101 0.081 0.051
H 3.6264 -7.3655 8.3638 -0.041 -0.012 0.048
O -2.1407 1.6347 -7.1164 3.345 0.677 0.100
P -2.2101 3.1187 -7.0954 -6.446 1.161 -0.441
O -3.0297 3.4896 -5.7434 0.709 -0.048 -0.378
C -2.4789 3.1167 -4.4717 0.144 -0.065 0.432
C -1.2812 3.9698 -4.1051 0.082 0.014 -0.156
O -3.3885 3.3519 -8.2242 0.422 0.251 0.179
C -3.4935 2.4786 -9.3473 -0.244 -0.147 0.001
C -4.7264 1.6104 -9.2124 -0.146 -0.023 0.065
O -1.5551 4.5755 -7.3502 2.051 -1.985 0.338
C -2.2523 5.7299 -7.8283 0.124 0.913 -0.359
C -3.1019 6.3994 -6.7719 -0.266 -0.286 0.132
H -2.2133 2.0569 -4.4757 -0.041 0.005 -0.101
H -3.2706 3.2529 -3.7363 -0.099 0.030 -0.138
H -0.4574 3.8096 -4.8078 0.024 -0.040 0.073
H -0.9297 3.7265 -3.1018 -0.018 -0.034 -0.008
H -1.5349 5.0294 -4.1420 -0.041 -0.005 0.066
H -2.5982 1.8667 -9.4562 -0.009 -0.024 0.106
H -3.5745 3.1050 -10.2404 0.016 0.077 0.054
H -4.7137 1.0594 -8.2725 0.150 -0.031 -0.020
H -4.7931 0.8960 -10.0354 0.006 0.029 -0.017
H -5.6263 2.2278 -9.2122 0.013 0.011 -0.049
H -2.8242 5.5157 -8.7274 -0.073 -0.340 0.117
H -1.4670 6.4243 -8.1361 0.169 -0.176 0.133
H -3.9951 5.8169 -6.5505 0.030 -0.040 0.030
H -3.4223 7.3803 -7.1284 0.091 -0.005 -0.062
H -2.5440 6.5267 -5.8450 0.036 0.044 -0.032

=====

Record 2
109
Properties=species:S:1:pos:R:3:forces:R:3 method="wB97M-V/def2-TZVPD" orbital_gap_ev=0.69 e_tot_ha=-4729.6278 homo_energy_ev=-4.53
C 5.4925 0.8567 -1.4600 0.840 -0.192 0.153
C 5.0794 -0.4683 -0.8209 0.263 0.487 -0.375
O 3.6990 -0.6142 -0.7165 -0.090 -0.148 0.293
C 3.0433 -0.7823 -1.9943 0.031 -0.728 0.395
Nb 0.9510 -1.6816 -1.7335 -0.288 3.615 1.709
O 0.3157 -0.0604 -0.7124 -0.378 -1.939 -1.260
C -1.0269 0.0882 -0.2733 -0.242 0.962 0.676
C -1.8227 1.2248 -0.9601 0.343 0.022 -0.262
C -0.9267 2.2635 -1.6605 -0.642 0.371 0.460
C -2.9272 0.7557 -1.9123 -0.258 0.128 -0.259
C -2.4756 -0.1912 -3.0151 -0.566 0.130 -0.040
C -4.1325 0.1625 -1.1822 0.625 0.148 -0.671
H 6.5270 0.7524 -1.7926 0.152 0.115 -0.024
H 4.9189 1.1199 -2.3403 -0.300 0.048 0.026
H 5.4992 1.6524 -0.7118 -0.293 0.237 -0.085
H 5.5462 -1.2774 -1.3926 -0.223 -0.222 -0.111
H 5.5257 -0.5028 0.1742 -0.178 -0.141 0.223
H 2.9124 0.2077 -2.4405 -0.116 0.012 -0.293
H 3.6657 -1.4075 -2.6362 0.163 0.120 -0.201
H 1.5235 -2.5850 -0.2133 0.245 -0.715 -0.196
H -0.6080 -2.6309 -1.6096 0.060 -0.589 -0.121
H 0.4773 -0.8615 -3.3126 0.296 -0.503 -0.483
H 1.5394 -3.0521 -2.7944 -0.217 -0.044 -0.002
H -1.6244 -0.8221 -0.3078 0.210 -0.253 -0.154
H -0.9676 0.3634 0.7836 0.046 -0.126 0.166
H -2.3440 1.7563 -0.1629 -0.053 -0.060 0.205
H -1.0347 2.1836 -2.7372 0.469 -0.138 -0.175
H 0.1058 2.2386 -1.3311 0.215 -0.260 -0.226
H -1.3082 3.2533 -1.4025 -0.036 0.157 -0.083
H -3.2889 1.6566 -2.4167 0.001 0.196 0.052
H -1.6104 0.1660 -3.5604 0.321 -0.164 0.095
H -2.3299 -1.1949 -2.6228 0.430 -0.115 -0.025
H -3.2836 -0.2735 -3.7448 -0.109 -0.026 -0.069
H -3.8639 -0.8017 -0.7654 -0.124 -0.057 0.317
H -4.4664 0.8575 -0.4188 -0.240 -0.156 0.231
H -4.9120 -0.0001 -1.9234 -0.266 -0.032 0.077
C 4.3209 3.5626 1.5472 -0.065 -0.633 -0.258
C 3.4811 4.2584 2.6365 0.063 0.532 -1.095
C 2.1196 4.8204 2.2147 -0.646 -0.042 0.275
F 2.2440 5.7389 1.2485 0.261 -0.023 -0.054
F 1.5595 5.4146 3.2889 0.120 -0.047 0.097
F 4.2525 5.2120 3.2424 -0.287 -0.098 0.071
F 3.2276 3.3113 3.6136 -0.824 -0.034 -0.398
O 5.3364 4.3336 0.9229 0.161 0.685 0.651
C 5.1155 5.1805 -0.1174 -1.597 -1.069 0.544
C 5.3493 6.6671 0.2272 0.271 0.413 -0.178
F 4.5887 7.0243 1.2691 -0.144 -0.207 0.017
F 5.0102 7.4133 -0.8359 0.012 -0.122 -0.113
F 3.9204 4.9750 -0.6484 0.046 0.305 -0.295
F 6.0388 4.7673 -1.0914 -1.469 0.402 -0.531
H 4.8924 2.7683 2.0479 -0.032 0.047 -0.141
H 3.6948 3.0381 0.8243 -0.157 0.168 -0.036
H 1.4607 4.0163 1.8726 0.100 -0.072 -0.019
H 6.4024 6.8492 0.4843 -0.021 -0.057 0.024
Ca 8.0834 4.9839 -0.7137 4.820 -0.484 0.285
C -5.7440 0.0133 3.0157 0.230 0.145 -0.063
C -5.0416 -1.1627 2.3874 -0.079 0.026 -0.004
O -4.1791 -1.0162 1.5549 0.132 -0.120 0.218
C -5.4697 -2.5361 2.8506 0.173 -0.059 -0.167
H -5.3454 0.9348 2.5963 0.004 -0.009 -0.040
H -6.8151 -0.0367 2.8072 -0.022 -0.065 0.139
H -5.5807 0.0114 4.1005 -0.114 -0.088 -0.493
H -6.5283 -2.6911 2.6371 -0.037 0.020 0.154
H -5.2956 -2.6391 3.9229 -0.162 0.030 0.033
H -4.8902 -3.2916 2.3246 0.010 0.010 -0.015
C -7.7666 1.4725 6.8328 -0.128 -0.147 0.013
N -6.4082 1.2577 6.2643 -0.071 -0.035 0.083
O -6.0804 0.1190 5.9953 -0.065 0.000 0.449
O -5.7175 2.2385 6.1039 0.048 0.046 -0.032
H -8.2603 0.5122 6.9151 0.049 -0.041 -0.023
H -7.6417 1.9337 7.8072 0.019 0.101 -0.039
H -8.3017 2.1314 6.1560 0.050 0.092 0.034
C -1.7717 -5.0081 -0.4708 -0.104 -0.369 -0.024
C -2.7360 -5.7336 0.4402 0.175 0.561 0.082
O -3.2081 -6.9605 -0.1677 0.105 0.245 0.331
C -2.4090 -7.9913 -0.0872 -0.893 -0.010 -0.186
O -1.3072 -8.0041 0.4670 -5.194 -0.192 1.004
O -2.9486 -9.0030 -0.7145 0.386 -0.242 0.048
C -2.1366 -10.1946 -0.7724 0.154 -0.307 -0.015
H -2.2140 -4.8506 -1.4530 -0.025 0.140 0.023
H -1.4924 -4.0434 -0.0550 0.036 0.016 -0.043
H -0.8612 -5.5913 -0.6221 0.047 0.169 0.018
H -3.6186 -5.1217 0.6072 -0.172 -0.197 -0.125
H -2.2979 -5.9417 1.4160 0.010 -0.199 -0.040
H -1.8012 -10.4834 0.2201 -0.049 0.023 0.032
H -1.2863 -10.0320 -1.4405 -0.063 0.067 0.012
H -2.7446 -10.9990 -1.1699 -0.153 0.120 -0.056
C -3.9140 -12.9438 0.1616 0.784 -0.042 -0.173
O -5.1226 -12.9388 0.4233 -0.082 0.005 0.019
O -3.0042 -12.7036 1.0164 -0.283 0.065 0.164
O -3.4407 -13.1674 -0.9983 -0.358 0.034 0.024
Cl -3.9116 4.4847 -3.2285 0.017 -0.016 0.002
C -5.2995 4.3092 -4.3329 -0.012 0.075 -0.090
C -6.5422 3.8475 -3.6175 -0.132 0.006 -0.034
Cl -6.4033 2.1686 -3.0385 0.024 0.055 0.028
H -5.0156 3.6174 -5.1214 0.040 -0.064 0.054
H -5.4763 5.2871 -4.7775 -0.026 0.019 0.035
H -7.3897 3.8782 -4.3002 0.032 -0.005 -0.052
H -6.7662 4.4802 -2.7627 0.063 -0.025 0.050
Cs 0.8300 -7.9280 -0.0158 5.664 0.282 -1.129
Na 5.1292 3.4307 4.3128 1.543 -0.153 1.022
C 13.2276 5.4697 -1.0437 0.220 -0.088 -0.230
C 12.0658 4.5664 -1.4875 0.778 0.412 -0.254
O 10.9959 4.7116 -0.6472 -2.376 -0.054 -0.097
H 13.5595 5.2163 -0.0354 -0.108 0.002 0.046
H 14.0871 5.3507 -1.7160 -0.026 0.002 0.025
H 12.9373 6.5223 -1.0619 -0.095 -0.016 0.056
H 12.4947 3.5429 -1.5536 -0.333 -0.095 0.294
H 11.8920 4.8183 -2.5573 -0.335 0.064 0.120

=====

Record 3
102
Properties=species:S:1:pos:R:3:forces:R:3 method="wB97M-V/def2-TZVPD" orbital_gap_ev=7.76 e_tot_ha=-9148.0655 homo_energy_ev=-11.76 total_charge=+1
C 5.2325 -1.5658 -0.8889 0.037 -0.822 0.227
C 4.0681 -1.8172 -2.0152 -0.220 -0.218 -0.493
C 3.6483 -3.4024 -2.3231 0.774 0.810 -1.393
N 3.4276 -0.8616 -2.7644 1.202 -5.608 2.655
N 2.8641 0.1348 -1.9832 -0.175 3.032 1.554
C 2.0323 -0.2543 -0.7594 -2.358 1.362 2.822
C 0.5332 -0.8617 -1.1723 -0.485 0.822 -1.235
C 0.3074 -2.4440 -0.7546 -0.289 -0.168 -0.680
N 1.0656 -2.8620 0.5011 0.913 1.361 -0.850
C -0.7846 -0.0115 -0.5919 -0.218 1.217 0.333
C -2.1918 -0.4103 -1.3475 0.802 -1.206 -1.395
F -2.6781 0.6653 -2.2911 1.186 -2.138 2.352
C 0.6474 -0.5135 -2.8044 -0.609 0.796 0.197
C 1.7978 0.6918 -2.9499 -0.967 -0.706 -3.149
C 2.3322 0.8708 -4.5246 -0.364 0.129 0.097
Cl 1.1929 2.4508 -2.6203 0.695 -2.215 0.710
H 6.0522 -0.7750 -1.2361 -2.170 -1.503 0.677
H 5.8378 -2.5863 -0.7612 -1.518 2.252 -0.390
H 4.8080 -1.3238 0.1938 0.881 -0.305 -2.338
H 3.3946 -3.4299 -3.4887 0.634 -0.157 2.548
H 2.6699 -3.7309 -1.7706 1.799 1.159 -0.811
H 4.4853 -4.1671 -2.0263 -1.541 1.673 -0.743
H 3.5255 0.8435 -1.5454 -0.561 -0.437 -1.204
H 2.6093 -0.7538 0.1274 -0.800 0.544 -2.296
H 1.7630 0.8083 -0.3080 0.623 -1.984 -0.942
H 0.5884 -3.0880 -1.7091 -0.311 1.032 2.217
H -0.8355 -2.7089 -0.5337 2.484 1.009 -0.579
H 2.0858 -3.0402 0.2910 -1.543 0.198 0.139
H 1.0982 -2.0542 1.1913 -0.418 -1.367 -1.072
H -0.9559 -0.1901 0.5618 0.584 0.365 -2.342
H -0.6357 1.1588 -0.7667 -0.235 -2.539 0.413
H -1.9263 -1.3283 -2.0615 -0.819 1.997 1.390
H -3.0421 -0.7851 -0.6272 1.710 1.459 -1.573
H 0.8667 -1.5335 -3.3342 0.166 2.344 0.590
H -0.2666 0.0000 -3.3237 1.296 -1.284 1.353
H 3.3636 1.4472 -4.5195 -2.170 -1.224 -0.078
H 1.5091 1.5308 -5.0814 1.936 -1.446 1.390
H 2.4090 -0.1486 -5.0968 0.017 1.986 1.398
Cl 9.1697 -1.7617 -2.3211 -0.142 -0.078 0.047
C 9.9677 -0.9970 -0.9243 0.183 0.178 0.340
C 9.5760 -1.6537 0.3902 0.508 -0.048 -0.100
Cl 7.8744 -1.3429 0.8166 0.062 0.008 0.118
H 9.7187 0.0687 -0.9323 -0.022 -0.268 0.004
H 11.0455 -1.0961 -1.0818 -0.186 -0.059 0.065
H 10.1844 -1.2480 1.2044 -0.120 0.007 -0.193
H 9.7265 -2.7372 0.3608 -0.127 0.244 -0.063
Cl -4.0037 -4.0830 3.7736 0.082 -0.024 -0.063
C -4.7539 -2.5969 3.1402 0.066 0.101 -0.024
C -4.3554 -2.3228 1.6985 -0.661 -0.154 0.118
Cl -2.6382 -1.8725 1.5493 0.133 -0.225 0.289
H -4.4763 -1.7687 3.7996 0.023 -0.367 -0.209
H -5.8369 -2.7361 3.2058 0.207 0.042 -0.100
H -4.9370 -1.4834 1.3051 0.095 -0.075 0.148
H -4.5358 -3.1914 1.0578 0.156 0.132 0.198
Cl 10.7281 1.2085 -5.6299 -0.037 0.054 0.031
C 9.7615 -0.2868 -5.5815 -0.156 -0.187 -0.014
C 8.7967 -0.3842 -6.7528 0.324 -0.288 0.033
Cl 7.4857 0.8174 -6.6462 -0.070 0.077 0.011
H 9.2356 -0.3204 -4.6223 0.074 0.118 -0.313
H 10.4677 -1.1216 -5.6121 -0.182 0.374 -0.029
H 8.3212 -1.3698 -6.7620 0.095 0.147 0.073
H 9.3084 -0.2447 -7.7100 -0.095 0.072 0.248
Cl -4.8836 -0.6271 6.7855 0.052 -0.058 -0.084
C -5.4963 0.9504 6.2299 -0.121 0.227 -0.135
C -6.6766 0.8057 5.2820 -0.049 0.341 0.532
Cl -6.1989 0.1065 3.7146 -0.159 0.270 -0.091
H -4.6676 1.4909 5.7620 -0.181 -0.184 0.038
H -5.8028 1.5034 7.1224 -0.059 -0.116 -0.173
H -7.1066 1.7895 5.0707 0.143 -0.218 0.059
H -7.4627 0.1758 5.7096 0.221 0.067 -0.144
Cl 13.9023 -2.9959 -5.2301 -0.085 0.024 0.018
C 12.9357 -4.4913 -5.1817 -0.124 -0.201 -0.004
C 11.9708 -4.5887 -6.3530 0.315 -0.397 -0.013
Cl 10.6599 -3.3870 -6.2464 0.018 -0.227 -0.071
H 12.4098 -4.5248 -4.2225 0.055 0.080 -0.249
H 13.6419 -5.3260 -5.2123 -0.142 0.120 -0.098
H 11.4953 -5.5742 -6.3622 0.084 0.176 0.083
H 12.4826 -4.4491 -7.3102 -0.102 0.095 0.257
Cl -10.1895 5.3518 2.8230 0.003 0.049 0.076
C -8.6570 4.4783 2.5762 0.245 -0.441 -0.073
C -8.8758 2.9923 2.3384 0.071 0.220 -0.324
Cl -9.4596 2.1561 3.7991 -0.079 0.114 -0.180
H -8.0198 4.6574 3.4479 -0.468 -0.211 -0.348
H -8.1738 4.9266 1.7033 -0.083 -0.111 0.100
H -7.9302 2.5172 2.0596 -0.087 0.127 0.095
H -9.5960 2.8141 1.5341 0.080 0.061 0.236
Cl -6.5449 6.2552 4.2509 0.415 0.251 0.187
C -7.1267 7.8953 4.6305 -0.208 0.451 0.110
C -7.2502 8.7621 3.3871 -0.250 -0.048 0.114
Cl -5.6620 9.1672 2.6890 0.010 -0.057 -0.010
H -6.4440 8.3367 5.3633 -0.064 -0.126 -0.255
H -8.1067 7.7824 5.1029 0.116 -0.001 -0.169
H -7.7341 9.7101 3.6413 0.104 -0.193 0.057
H -7.8473 8.2727 2.6116 0.179 0.023 0.186
Cl -13.2960 -1.6586 4.8833 0.041 -0.003 0.019
C -13.3972 -0.2246 5.9350 -0.005 0.226 0.167
C -12.3413 0.8143 5.5913 -0.377 0.158 -0.051
Cl -10.6973 0.2638 6.0013 -0.032 -0.174 0.156
H -13.3110 -0.5585 6.9737 0.079 0.045 -0.261
H -14.3953 0.2006 5.7957 0.201 0.003 -0.038
H -12.5196 1.7294 6.1644 0.005 -0.204 -0.039
H -12.3584 1.0706 4.5276 0.063 -0.158 0.204